Entry 1:
12
Properties=species:S:1:pos:R:3 method="wB97M-V/def2-TZVPD" gap_ev=7.7 de_lowest_kj_mol=511.1 total_charge=+1
C 0.9294 -1.1780 0.4589
N 0.5517 -2.1409 -0.3898
N -1.1303 0.4059 0.0347
N -0.6992 1.7207 -0.2435
I 2.3462 0.2552 0.0004
H 0.7483 -1.2974 1.4745
H 0.8435 -1.8872 -1.3081
H -0.3498 -2.5631 -0.2106
H -1.2705 0.1237 0.9857
H 0.3023 1.8989 -0.3322
H -1.2971 2.1288 -0.9110
H -0.9744 2.5334 0.4408

Entry 2:
16
Properties=species:S:1:pos:R:3 method="wB97M-V/def2-TZVPD" gap_ev=12.5 smiles=CC.CC de_lowest_kj_mol=66.2 total_charge=0
C 2.1667 -0.8522 -0.5749
C 2.3142 -1.2845 0.8912
H 2.7327 0.0493 -0.8435
H 2.3163 -1.6434 -1.3023
H 1.1904 -0.3936 -0.7873
H 1.3022 -1.4893 1.2412
H 2.7176 -0.4848 1.5060
H 2.9382 -2.1681 0.9854
C -1.4799 0.5750 -0.1170
C -2.7777 1.4695 -0.1991
H -1.7195 0.0761 0.8205
H -1.6408 -0.1220 -0.9297
H -0.5754 1.1636 -0.0770
H -2.7292 2.5248 0.0762
H -3.5446 1.1392 0.5099
H -3.2114 1.4405 -1.1997

Entry 3:
28
Properties=species:S:1:pos:R:3 method="wB97M-V/def2-TZVPD" gap_ev=7.2 total_charge=-1
N -4.8134 0.4326 -0.8904
P -3.5135 -0.1818 -1.8550
O -3.4866 1.1225 -2.9334
C -2.0520 0.2589 -0.8298
C -0.7392 0.1227 -1.6848
O 0.0295 -0.9446 -1.2401
Al -0.4398 -1.4261 0.4100
C 0.6758 -0.6599 1.9098
C 1.8183 0.3435 1.7174
C 2.9058 -0.1176 0.7418
F 2.8223 -1.4529 0.4898
Br 2.8380 0.7892 -0.9798
C 4.3327 0.0513 1.3026
F 4.4349 -0.6827 2.4327
F 5.2660 -0.4085 0.4550
Br 4.7617 1.8851 1.7690
O -2.0133 -0.5850 0.2770
H -5.5702 -0.2395 -0.8690
H -5.1713 1.2890 -1.3014
H -2.9564 0.8905 -3.7019
H -2.1828 1.3157 -0.5446
H -0.9926 -0.0223 -2.7528
H -0.1747 1.0681 -1.6344
H -0.5579 -3.0274 0.6268
H -0.0452 -0.1577 2.5673
H 1.0583 -1.5096 2.4857
H 2.3271 0.5453 2.6654
H 1.4384 1.3013 1.3673

Entry 4:
19
Properties=species:S:1:pos:R:3 method="wB97M-V/def2-TZVPD" gap_ev=8.0 de_lowest_kj_mol=154.5 total_charge=-1
C -0.4910 -1.2739 -0.2051
C -1.5072 -1.9762 -1.1356
C -1.5840 -0.2144 -0.1563
C -0.6903 1.8041 0.9865
C -1.6804 1.0244 0.2249
O 4.4210 -0.1202 -0.1077
O 2.4378 0.9178 1.0164
O 2.2219 -0.2990 -1.2644
O -2.3895 -0.9735 -1.0350
S 3.1696 0.6044 -0.5597
H -0.1814 -1.9472 0.6526
H 0.4288 -0.7428 -0.6321
H -1.3311 -2.1989 -2.1726
H -2.0619 -2.9422 -0.7838
H 0.3641 1.4234 0.9649
H -1.1320 1.8295 2.0397
H -0.4902 2.7410 0.5368
H -2.5711 1.6855 -0.0068
H 3.0670 0.6583 1.6372

In eV, the highest occupied orbital energy values for the records above are, in order, -12.4757, -11.3905, -4.7076, -4.3985.